68
Properties=species:S:1:pos:R:3:forces:R:3 method="wB97M-V/def2-TZVPD" lumo_energy_ev=0.221 total_energy_ha=-2493.3519 charge=0 relative_energy_ev=0.040 homo_lumo_gap_ev=8.6
Bi -1.191499 -0.814940 0.603534 0.1 0.1 0.1
C -3.914191 -3.079067 -0.305840 0.0 0.0 0.0
C -2.809624 -3.797707 -0.745756 0.0 0.0 0.0
C -2.019145 -3.294548 -1.771564 0.0 0.0 0.0
C -2.325116 -2.071024 -2.356686 0.0 0.0 0.0
C -3.435646 -1.357188 -1.919151 0.0 0.0 0.0
C -4.228766 -1.860766 -0.894781 0.0 0.0 0.0
H -4.530838 -3.468788 0.494255 0.0 0.0 0.0
H -2.564321 -4.748299 -0.289491 0.0 0.0 0.0
H -1.162907 -3.858870 -2.116378 0.0 0.0 0.0
H -1.691535 -1.666088 -3.135362 0.0 0.0 0.0
H -3.672169 -0.401055 -2.367422 0.0 0.0 0.0
H -5.086512 -1.298272 -0.548838 0.0 0.0 0.0
I -1.978693 -1.328722 3.709813 0.0 0.0 0.0
C -0.397715 -0.042163 4.191731 0.0 0.0 0.0
C -0.147406 0.075398 5.528814 0.0 0.0 0.0
C 0.852671 0.952599 5.989421 0.0 0.0 0.0
C 1.552213 1.694975 5.090084 0.0 0.0 0.0
C 1.304848 1.585633 3.700099 0.0 0.0 0.0
C 2.048546 2.391231 2.804003 0.0 0.0 0.0
C 1.839267 2.310427 1.464589 0.0 0.0 0.0
C 0.887794 1.397108 0.963167 0.0 0.0 0.0
C 0.139752 0.589126 1.781132 0.0 0.0 0.1
C 0.320708 0.683129 3.197512 0.0 0.0 0.0
H -0.723185 -0.499109 6.240993 0.0 0.0 0.0
H 1.043802 1.034425 7.050933 0.0 0.0 0.0
H 2.315227 2.389029 5.420916 0.0 0.0 0.0
H 2.782604 3.073868 3.215039 0.0 0.0 0.0
H 2.401120 2.930551 0.777594 0.0 0.0 0.0
H 0.752163 1.349383 -0.111066 0.0 0.0 0.0
C 1.966647 -3.935519 -2.810386 0.0 0.0 0.0
C 2.774955 -2.680855 -3.112831 0.0 0.0 0.0
C 2.843112 -1.677466 -1.941392 0.0 0.0 0.0
C 3.754841 -0.505139 -2.342163 0.0 0.0 0.0
C 3.877591 0.570142 -1.271228 0.0 0.0 0.0
C 3.473680 -2.398330 -0.762965 0.0 0.0 0.0
O 4.613858 -2.798260 -0.777246 0.0 0.0 0.0
N 2.671770 -2.611142 0.340444 0.0 0.0 0.0
C 1.384633 -2.143581 0.486856 0.0 0.0 0.0
O 0.752749 -2.373032 1.524077 0.0 0.0 -0.1
N 0.808355 -1.420500 -0.496677 0.0 0.1 0.0
C 1.425957 -1.146727 -1.689273 0.0 0.0 0.0
O 0.863895 -0.505054 -2.553679 0.0 0.0 0.0
H 1.899977 -4.571874 -3.692347 0.0 0.0 0.0
H 0.949176 -3.683351 -2.504530 0.0 0.0 0.0
H 2.423648 -4.525159 -2.012887 0.0 0.0 0.0
H 2.341830 -2.144199 -3.957890 0.0 0.0 0.0
H 3.801266 -2.947550 -3.370060 0.0 0.0 0.0
H 3.343560 -0.079219 -3.257854 0.0 0.0 0.0
H 4.735313 -0.924365 -2.571092 0.0 0.0 0.0
H 2.910176 1.030103 -1.066306 0.0 0.0 0.0
H 4.557070 1.358586 -1.595003 0.0 0.0 0.0
H 4.267345 0.163626 -0.334829 0.0 0.0 0.0
H 3.069180 -3.113152 1.121840 0.0 0.0 0.0
I -3.987591 7.551358 -1.416422 0.0 0.0 0.0
C -3.462569 5.590435 -0.930588 0.0 0.0 0.0
C -2.606110 4.887395 -1.766095 0.0 0.0 0.0
C -2.257781 3.586870 -1.437515 0.0 0.0 0.0
C -2.765180 2.998629 -0.285663 -0.2 0.0 0.2
C -3.624147 3.712631 0.541851 0.0 0.0 0.0
C -3.976414 5.014261 0.222896 0.0 0.0 0.0
C -2.378637 1.608575 0.083316 0.1 0.0 -0.3
O -1.554961 1.017192 -0.705393 0.1 -0.3 0.1
O -2.805667 1.044736 1.111000 0.0 0.2 -0.1
H -2.214741 5.349059 -2.661764 0.0 0.0 0.0
H -1.589011 3.019031 -2.069887 0.0 0.0 0.0
H -4.007190 3.237759 1.435262 0.0 0.0 0.0
H -4.642029 5.573834 0.865148 0.0 0.0 0.0